No. 1
C49H46N4O4S4Zn | ωB97M-V with the def2-TZVPD basis set

The geometry in ORCA input format:
```
! wB97M-V def2-TZVPD RIJCOSX def2/J DEFGRID3
* xyz 0 1
Zn 0.5170 0.3996 0.8822
S 1.7615 0.6025 2.9240
C 2.6273 1.5816 1.8673
N 2.2485 1.7868 0.6503
C 3.1770 2.5119 -0.1044
C 2.9843 2.8921 -1.4709
C 3.9936 3.6264 -2.0502
C 5.0956 4.0493 -1.3279
C 5.3229 3.7041 -0.0350
C 4.3221 2.8868 0.5974
S 4.2001 2.2749 2.2041
H 2.1147 2.5697 -1.9868
H 3.8840 4.0069 -3.0505
H 5.9122 4.5874 -1.8467
H 6.1266 4.0859 0.5330
S -1.5409 -1.3168 1.1154
C -1.7457 -1.8002 -0.4738
N -2.1873 -3.0156 -0.8684
C -2.1137 -3.4261 -2.3120
C -0.7806 -2.8728 -2.8058
N -0.7442 -1.4452 -2.6558
C 0.0850 -0.7369 -3.6649
C -0.6182 -0.7266 -4.9720
C 0.1036 -0.8410 -6.1027
C -0.4585 -0.6863 -7.3775
C -1.8009 -0.3395 -7.4919
C -2.5586 -0.3165 -6.3382
C -1.9748 -0.4493 -5.0787
C -1.3048 -0.8649 -1.5925
S -1.4335 0.7952 -1.4249
C -2.6626 -4.0576 0.0819
C -4.0978 -3.8124 0.4865
C -4.5376 -3.3632 1.7361
C -5.8699 -3.0618 1.9575
C -6.7823 -3.1865 0.8948
C -6.4032 -3.7410 -0.3236
C -5.0947 -4.0584 -0.5244
H -2.9421 -3.1713 -2.9850
H -2.0213 -4.5361 -2.2695
H -0.6330 -3.1873 -3.8596
H 0.0580 -3.2486 -2.2189
H 1.0556 -1.1778 -3.6099
H 0.1633 0.2763 -3.3196
H 1.1740 -1.0568 -6.1076
H 0.1242 -0.7261 -8.2577
H -2.2698 -0.1469 -8.4892
H -3.6096 -0.0520 -6.3903
H -2.6411 -0.2998 -4.1926
H -1.9579 -4.1660 0.8902
H -2.7146 -4.9617 -0.5021
H -3.7797 -3.2622 2.5391
H -6.2676 -2.7402 2.9173
H -7.7665 -2.7813 1.0139
H -7.1058 -3.8150 -1.1138
H -4.7370 -4.4407 -1.4825
C 6.8619 -1.8281 2.6560
C 5.5465 -1.8450 1.9606
C 4.5055 -2.5166 2.5544
C 3.2780 -2.6487 1.8885
C 2.1852 -3.4495 2.6217
C 3.0430 -2.0166 0.6876
C 4.0785 -1.3258 0.0597
C 3.9005 -0.7933 -1.3544
C 5.3081 -1.2256 0.7392
C 1.6843 -2.0837 0.0416
O 1.1493 -3.1499 -0.2195
O 1.2611 -0.9406 -0.3944
H 6.6992 -1.7837 3.7409
H 7.4342 -0.9664 2.4120
H 7.4987 -2.6717 2.3938
H 4.6284 -2.9660 3.5399
H 2.1903 -3.2795 3.7049
H 2.1578 -4.4966 2.3431
H 1.2310 -3.0628 2.1734
H 3.7859 0.2899 -1.3144
H 2.9741 -1.1816 -1.8261
H 4.7524 -1.1339 -1.9429
H 6.1212 -0.6781 0.2360
C -0.8828 4.8327 4.0621
O -1.8190 3.8978 3.5312
C -1.6878 2.5804 3.8324
C -0.8506 2.1119 4.8488
C -0.8404 0.8078 5.3245
C -1.6722 -0.1252 4.6937
C -2.4992 0.3635 3.6895
C -2.4858 1.6696 3.2097
N -3.3247 1.9194 2.1186
C -3.3007 2.8083 1.1737
C -2.2235 3.5944 0.6803
C -2.5284 4.8060 -0.0101
C -1.5294 5.5330 -0.6123
C -0.2243 5.0372 -0.5578
C 0.1119 3.8625 0.0121
C -0.8767 3.1330 0.6744
O -0.6257 1.9775 1.2025
H -1.1331 5.7837 3.5975
H 0.1517 4.5557 3.7645
H -0.8998 4.9439 5.0781
H -0.1422 2.8267 5.2742
H -0.2199 0.6109 6.1645
H -1.6920 -1.1538 5.0153
H -3.1113 -0.3565 3.1381
H -4.0650 1.2608 2.1693
H -4.2039 2.8595 0.6099
H -3.5501 5.1699 0.0201
H -1.7691 6.4704 -1.0912
H 0.5936 5.6609 -0.9602
H 1.1294 3.5632 0.0317
*
```

Results
* orbital gap: 6.632 eV
* LUMO: -0.0187 hartree
* ΔE to the lowest compared entry with this formula, charge and spin: 0.0 kcal/mol


No. 2
C49H47CaN7O4P3 | ωB97M-V with the def2-TZVPD basis set

The geometry in ORCA input format:
```
! wB97M-V def2-TZVPD RIJCOSX def2/J DEFGRID3
* xyz 1 1
Ca 0.5722 1.2711 1.1228
O 3.1531 4.4732 0.5891
C 2.3299 3.6547 0.1980
N 2.4562 2.3150 0.0865
C 3.6915 1.7520 0.5162
C 4.8993 2.0738 -0.0928
C 6.0749 1.4171 0.2483
C 6.0418 0.4354 1.2263
C 4.8578 0.1371 1.8878
C 3.6651 0.7950 1.5580
N 2.4275 0.6465 2.2098
C 2.3439 0.0892 3.4215
O 3.1899 -0.5180 4.0841
C 0.9661 0.2421 4.0578
C 0.8132 -0.1369 5.3861
C -0.4270 -0.0258 5.9843
C -1.4892 0.4585 5.2324
C -1.2511 0.8141 3.9194
N -0.0556 0.7138 3.3293
C 0.9708 4.1590 -0.2510
C 0.8976 5.2689 -1.0801
C -0.3446 5.7041 -1.5051
C -1.4737 5.0317 -1.0586
C -1.3073 3.9543 -0.2080
N -0.1146 3.5100 0.1911
H 4.9298 2.8880 -0.8070
H 7.0073 1.6975 -0.2253
H 6.9504 -0.0831 1.5052
H 4.8534 -0.5828 2.6892
H 1.6796 -0.5127 5.9105
H -0.5669 -0.3082 7.0196
H -2.4790 0.5714 5.6530
H -2.0518 1.2074 3.3078
H 1.8102 5.7740 -1.3655
H -0.4364 6.5572 -2.1647
H -2.4674 5.3416 -1.3508
H -2.1659 3.4089 0.1611
O -1.6459 1.0634 0.7106
P -2.7988 0.1222 0.5834
C -2.3730 -1.5488 1.1930
P -0.6979 -2.1234 0.7339
O 0.2145 -0.9926 0.3702
C -0.8593 -3.2908 -0.6353
C 0.3132 -3.5242 -1.3566
C 0.3199 -4.4284 -2.4064
C -0.8445 -5.1079 -2.7423
C -2.0066 -4.8924 -2.0174
C -2.0159 -3.9882 -0.9648
C -0.1017 -3.0920 2.1169
C 1.1757 -2.8128 2.5888
C 1.6945 -3.5345 3.6558
C 0.9395 -4.5456 4.2287
C -0.3307 -4.8424 3.7412
C -0.8551 -4.1197 2.6852
C -3.3518 -0.0352 -1.1224
C -2.4806 -0.5849 -2.0652
C -2.8419 -0.6313 -3.4007
C -4.0642 -0.1094 -3.8062
C -4.9269 0.4512 -2.8774
C -4.5738 0.4890 -1.5356
C -4.2298 0.6160 1.5506
C -5.2950 -0.2585 1.7635
C -6.3912 0.1564 2.5012
C -6.4293 1.4434 3.0236
C -5.3739 2.3181 2.8099
C -4.2733 1.9060 2.0724
H -3.1339 -2.2633 0.8793
H -2.3836 -1.4886 2.2850
H 1.2219 -3.0077 -1.0678
H 1.2349 -4.6185 -2.9530
H -0.8450 -5.8099 -3.5653
H -2.9091 -5.4327 -2.2701
H -2.9351 -3.8329 -0.4142
H 1.7581 -2.0354 2.1125
H 2.6767 -3.2805 4.0317
H 1.3381 -5.1149 5.0581
H -0.9094 -5.6413 4.1858
H -1.8446 -4.3542 2.3068
H -1.5150 -0.9643 -1.7535
H -2.1747 -1.0729 -4.1301
H -4.3397 -0.1361 -4.8522
H -5.8784 0.8565 -3.1941
H -5.2529 0.9191 -0.8106
H -5.2744 -1.2591 1.3475
H -7.2175 -0.5208 2.6709
H -7.2884 1.7641 3.5977
H -5.4052 3.3192 3.2182
H -3.4409 2.5790 1.9062
C 2.3156 -0.9497 -4.1305
N 3.1470 -0.5358 -2.9213
C 4.1764 0.5171 -3.3526
N 3.5447 1.5948 -4.0258
C 2.7646 1.1174 -5.1594
N 1.7209 0.1780 -4.7538
C 0.7208 0.8414 -3.8918
P 1.3694 1.5725 -2.2592
C 2.2690 -0.0110 -1.8288
C 2.7705 2.4526 -3.1235
H 1.5592 -1.6485 -3.7695
H 2.9915 -1.4569 -4.8213
H 3.6588 -1.3452 -2.5692
H 4.8839 0.0086 -4.0094
H 4.6730 0.8569 -2.4426
H 3.4352 0.6184 -5.8628
H 2.3024 1.9667 -5.6590
H -0.0793 0.1309 -3.6684
H 0.2701 1.6512 -4.4707
H 1.5113 -0.7635 -1.6069
H 2.8897 0.1403 -0.9465
H 3.4388 2.8975 -2.3892
H 2.3369 3.2633 -3.7118
*
```

Results
* orbital gap: 6.767 eV
* LUMO: -0.0776 hartree
* ΔE to the lowest compared entry with this formula, charge and spin: 19.2 kcal/mol


No. 3
C49H47Cl2FN3O2P2ScSe4 | ωB97M-V with the def2-TZVPD basis set

The geometry in ORCA input format:
```
! wB97M-V def2-TZVPD RIJCOSX def2/J DEFGRID3
* xyz -2 1
Sc -1.5991 -1.8209 -1.2453
C -0.2891 0.0392 4.3716
N -0.2893 -0.0827 2.9211
P 1.1211 -0.5577 2.0696
C 2.4179 0.2765 3.1129
C 3.5316 -0.3481 3.6713
C 4.4666 0.3821 4.3922
C 4.3134 1.7490 4.5639
C 3.2133 2.3852 4.0066
C 2.2813 1.6546 3.2891
C 1.4470 -2.2765 2.6277
C 2.5388 -2.8931 2.0125
C 2.8727 -4.2035 2.3084
C 2.1109 -4.9217 3.2196
C 1.0221 -4.3205 3.8283
C 0.6833 -3.0087 3.5278
P -1.2958 0.9026 1.8956
C -1.2759 2.4952 2.8707
C -0.5480 3.5521 2.3272
C -0.4598 4.7716 2.9834
C -1.0986 4.9509 4.2006
C -1.8346 3.9090 4.7484
C -1.9269 2.6932 4.0871
C -2.9932 0.4103 2.3805
C -3.3225 -0.7693 3.0314
C -4.6546 -1.0930 3.2541
C -5.6633 -0.2550 2.8081
C -5.3413 0.9121 2.1250
C -4.0148 1.2381 1.9107
H 0.4264 -0.6666 4.7950
H -1.2826 -0.1797 4.7694
H -0.0047 1.0423 4.7067
H 3.6729 -1.4122 3.5475
H 5.3197 -0.1241 4.8293
H 5.0437 2.3124 5.1326
H 3.0776 3.4531 4.1318
H 1.4283 2.1602 2.8562
H 3.1154 -2.3434 1.2760
H 3.7084 -4.6715 1.8027
H 2.3581 -5.9540 3.4350
H 0.4076 -4.8829 4.5192
H -0.2072 -2.5808 3.9676
H -0.0654 3.4138 1.3673
H 0.1069 5.5833 2.5433
H -1.0266 5.9002 4.7180
H -2.3387 4.0473 5.6978
H -2.5245 1.8969 4.5132
H -2.5461 -1.4633 3.3217
H -4.9027 -2.0205 3.7552
H -6.7009 -0.5210 2.9722
H -6.1229 1.5553 1.7385
H -3.7525 2.1282 1.3466
Se -1.8419 -3.5863 1.2558
Se -3.6171 -4.3432 -0.0024
Se -2.6285 -5.3554 -1.8240
Se -1.8727 -3.6160 -3.2103
C 1.6521 2.0759 -0.7507
C 2.7899 1.4851 -1.5874
C 3.3523 0.2402 -0.9011
C 2.3211 1.3609 -3.0302
C 2.7366 2.3978 -3.8610
C 2.3323 2.4933 -5.1777
C 1.4787 1.5248 -5.6699
C 1.0395 0.4624 -4.8878
C 0.1174 -0.5251 -5.5818
C -1.2924 -0.4561 -5.0031
C 0.6488 -1.9614 -5.6172
C 1.4491 0.3559 -3.5300
N 0.9856 -0.6810 -2.7116
C 1.7536 -1.7540 -2.5633
C 2.9760 -2.0325 -3.2495
C 3.6407 -3.2288 -3.0960
C 3.1853 -4.2249 -2.2363
C 2.0323 -3.9811 -1.4961
C 1.3969 -2.7847 -1.6603
F 0.2781 -2.5199 -0.8335
H 1.9490 2.1389 0.3000
H 0.7654 1.4443 -0.8290
H 1.4020 3.0764 -1.1114
H 3.6064 2.2175 -1.5993
H 2.5511 -0.4295 -0.6023
H 3.8922 0.5445 0.0016
H 4.0359 -0.3043 -1.5513
H 3.4051 3.1541 -3.4607
H 2.6880 3.2948 -5.8142
H 1.1556 1.5759 -6.7045
H 0.0485 -0.1964 -6.6263
H -1.2620 -0.6499 -3.9325
H -1.9399 -1.1951 -5.4791
H -1.7184 0.5394 -5.1506
H 0.4855 -2.4763 -4.6732
H 1.7185 -1.9663 -5.8325
H 0.1312 -2.5250 -6.3971
H 3.3691 -1.2699 -3.9110
H 4.5447 -3.4035 -3.6712
H 3.7140 -5.1636 -2.1370
H 1.6440 -4.7078 -0.7960
O -2.5397 -0.3980 -0.3128
O -3.3082 -1.6420 -0.6501
Cl -4.4448 -0.9230 -3.2240
C -4.2206 0.7379 -2.8143
C -5.1165 1.6503 -3.3510
C -4.9492 3.0068 -3.1447
C -3.8740 3.4561 -2.4019
C -2.9954 2.5384 -1.8543
Cl -1.6776 3.1313 -0.9173
C -3.1189 1.1433 -2.0156
N -2.1328 0.3071 -1.4577
H -5.9451 1.2792 -3.9388
H -5.6525 3.7169 -3.5611
H -3.7276 4.5079 -2.1966
*
```

Results
* orbital gap: 5.522 eV
* LUMO: 0.1420 hartree
* ΔE to the lowest compared entry with this formula, charge and spin: 83.8 kcal/mol


No. 4
C49H48GeIN7O2STi | ωB97M-V with the def2-TZVPD basis set

The geometry in ORCA input format:
```
! wB97M-V def2-TZVPD RIJCOSX def2/J DEFGRID3
* xyz -2 3
Ti -0.3421 -0.0820 1.5969
C -3.2360 2.1524 2.9731
C -2.5373 3.1125 2.0466
C -3.2677 4.1101 1.4061
C -2.6504 5.0233 0.5689
C -1.2781 4.9412 0.3733
C -0.5198 3.9593 0.9978
C 0.9565 3.8548 0.7585
C -1.1501 3.0225 1.8424
N -0.4226 1.9481 2.3897
C 0.4969 2.2218 3.3548
O 0.7855 3.3456 3.7942
C 1.1141 0.9780 3.9076
C 2.0406 0.9244 4.9109
C 2.4544 -0.3443 5.3980
C 1.8454 -1.4994 4.8919
C 0.9064 -1.3898 3.8908
N 0.5950 -0.1579 3.3669
C 0.0991 -2.4871 3.3217
O 0.1878 -3.6614 3.7210
N -0.7686 -2.0355 2.3599
C -1.6061 -2.9878 1.7586
C -1.0946 -3.9930 0.9126
C 0.3726 -4.0307 0.6098
C -1.9709 -4.9074 0.3352
C -3.3392 -4.8497 0.5687
C -3.8439 -3.8396 1.3750
C -2.9962 -2.9063 1.9644
C -3.5475 -1.8185 2.8456
H -4.2235 1.8812 2.5889
H -3.3764 2.6014 3.9605
H -2.6444 1.2510 3.1197
H -4.3422 4.1578 1.5621
H -3.2337 5.7842 0.0616
H -0.7820 5.6445 -0.2889
H 1.2658 4.4987 -0.0667
H 1.2361 2.8197 0.5333
H 1.5016 4.1265 1.6643
H 2.4238 1.8515 5.3183
H 3.2007 -0.4141 6.1802
H 2.0772 -2.4849 5.2769
H 0.9331 -4.3289 1.4984
H 0.7059 -3.0298 0.3184
H 0.5811 -4.7190 -0.2114
H -1.5661 -5.6699 -0.3219
H -4.0050 -5.5759 0.1148
H -4.9119 -3.7782 1.5662
H -4.5712 -2.0453 3.1530
H -3.5576 -0.8566 2.3228
H -2.9251 -1.6817 3.7293
I -4.6253 2.7247 -2.2292
C -2.9887 1.7881 -1.3847
C -1.6675 1.9664 -1.7249
N -0.9658 1.2146 -0.8743
N -1.7497 0.5147 -0.0444
C -2.9924 0.8653 -0.3332
H -1.1889 2.5785 -2.4703
H 0.0185 0.9298 -0.8833
H -3.8260 0.4623 0.2191
S -0.5755 -2.0062 -2.4865
C -2.2295 -1.8410 -2.5515
N -3.0134 -2.1826 -1.5132
C -4.4431 -2.4005 -1.6265
C -5.0282 -1.3970 -2.6020
C -4.2627 -1.4928 -3.9082
N -2.8520 -1.2800 -3.6345
H -2.5230 -2.6867 -0.7834
H -4.8818 -2.2905 -0.6347
H -4.6578 -3.4231 -1.9629
H -4.9206 -0.3904 -2.1993
H -6.0894 -1.5935 -2.7647
H -4.5985 -0.7318 -4.6146
H -4.4401 -2.4764 -4.3661
H -2.2279 -1.2058 -4.4204
C 1.3003 -0.2636 0.4625
Ge 2.5492 0.1952 -0.8547
C 3.2103 -1.3364 -1.9471
C 3.5115 -1.2573 -3.3063
C 3.9435 -2.3723 -4.0190
C 4.0822 -3.5952 -3.3787
C 3.7871 -3.6942 -2.0236
C 3.3546 -2.5770 -1.3220
C 2.0428 1.5372 -2.2541
C 2.5131 2.8507 -2.2071
C 2.1606 3.7841 -3.1755
C 1.3278 3.4186 -4.2256
C 0.8552 2.1138 -4.2967
C 1.2090 1.1877 -3.3216
C 4.2304 0.9603 -0.0837
C 5.3697 1.2542 -0.8334
C 6.5145 1.7636 -0.2321
C 6.5362 1.9822 1.1413
C 5.4111 1.6910 1.9025
C 4.2685 1.1861 1.2911
H 1.7820 -1.0865 1.0216
H 3.4045 -0.3095 -3.8246
H 4.1641 -2.2846 -5.0776
H 4.4076 -4.4686 -3.9328
H 3.8804 -4.6473 -1.5151
H 3.1015 -2.6739 -0.2705
H 3.1618 3.1514 -1.3916
H 2.5318 4.8007 -3.1059
H 1.0479 4.1449 -4.9803
H 0.2007 1.8163 -5.1095
H 0.8187 0.1771 -3.3877
H 5.3657 1.0784 -1.9066
H 7.3908 1.9883 -0.8317
H 7.4284 2.3777 1.6145
H 5.4150 1.8574 2.9735
H 3.3815 0.9669 1.8812
*
```

Results
* orbital gap (spin up / spin down): 2.669 / 4.146 eV
* LUMO (spin up / spin down): 0.1169 / 0.1169 hartree